Entry i
C21H24N2O3S in the gas phase. Source: the Open Molecules 2025 dataset; level of theory: ωB97M-V with the def2-TZVPD basis set.

```
51
C21H24N2O3S ωB97M-V with the def2-TZVPD basis set
C 0.650 3.538 6.938
H 1.704 3.427 6.656
O -0.123 2.470 6.455
C -0.104 2.364 5.053
C -0.921 1.130 4.658
N -1.090 1.035 3.230
C -0.450 0.108 2.475
O 0.276 -0.744 2.945
C -0.728 0.208 1.010
C -0.790 1.430 0.350
C -0.994 1.473 -1.016
C -1.140 0.299 -1.745
C -1.082 -0.922 -1.083
C -0.870 -0.967 0.279
H -0.805 -1.912 0.794
H -1.178 -1.843 -1.637
C -1.384 0.362 -3.227
N -0.639 -0.598 -3.985
C -1.254 -1.731 -4.387
O -0.711 -2.643 -4.968
C -2.735 -1.724 -4.043
H -3.318 -2.016 -4.915
H -2.951 -2.416 -3.227
S -3.158 -0.030 -3.577
C 0.707 -0.287 -4.419
H 0.664 0.581 -5.090
C 1.683 0.022 -3.283
C 1.795 -1.033 -2.212
C 1.607 -2.384 -2.473
C 1.722 -3.316 -1.455
C 2.031 -2.914 -0.168
C 2.233 -1.571 0.100
C 2.118 -0.642 -0.918
H 2.267 0.407 -0.703
H 2.460 -1.248 1.104
H 2.112 -3.641 0.626
H 1.565 -4.362 -1.674
H 1.359 -2.725 -3.466
H 1.404 0.968 -2.811
H 2.668 0.168 -3.740
H 1.043 -1.151 -4.996
H -1.204 1.374 -3.606
H -1.035 2.426 -1.524
H -0.645 2.354 0.893
H -1.693 1.707 2.782
H -0.400 0.229 4.985
H -1.895 1.180 5.152
H 0.928 2.266 4.684
H -0.544 3.270 4.598
H 0.283 4.500 6.558
H 0.561 3.519 8.022
```

- 2S+1: 1
- Structure (SMILES): COCCNC(=O)c1ccc([C@@H]2SCC(=O)N2CCc2ccccc2)cc1
- Kohn-Sham gap: 0.341 Ha
- Total charge: 0
- E_HOMO: -8.76 eV



Entry ii
C21H24N2O3S in the gas phase. Source: the Open Molecules 2025 dataset; level of theory: ωB97M-V with the def2-TZVPD basis set.

```
51
C21H24N2O3S ωB97M-V with the def2-TZVPD basis set
C 3.789 -4.343 3.095
H 4.773 -4.808 3.112
O 3.065 -4.912 4.157
C 1.678 -4.672 4.139
C 1.276 -3.217 4.442
N 1.181 -2.389 3.263
C -0.014 -2.004 2.751
O -1.076 -2.287 3.270
C 0.070 -1.200 1.495
C 1.132 -0.349 1.207
C 1.139 0.383 0.035
C 0.086 0.280 -0.867
C -0.982 -0.560 -0.575
C -0.991 -1.288 0.598
H -1.821 -1.933 0.844
H -1.807 -0.633 -1.269
C 0.098 1.057 -2.153
N 0.638 2.379 -2.011
C 1.864 2.657 -2.500
O 2.448 3.705 -2.340
C 2.447 1.493 -3.280
H 2.740 1.817 -4.279
H 3.328 1.102 -2.766
S 1.168 0.223 -3.408
C -0.055 3.337 -1.175
H 0.669 4.130 -0.967
C -1.291 3.943 -1.854
C -2.413 2.955 -2.016
C -2.861 2.585 -3.279
C -3.873 1.652 -3.424
C -4.450 1.075 -2.306
C -4.019 1.445 -1.043
C -3.012 2.382 -0.900
H -2.687 2.670 0.090
H -4.469 1.004 -0.165
H -5.236 0.343 -2.418
H -4.209 1.374 -4.412
H -2.410 3.028 -4.156
H -0.999 4.344 -2.826
H -1.629 4.775 -1.232
H -0.339 2.849 -0.238
H -0.908 1.089 -2.583
H 1.965 1.048 -0.176
H 1.946 -0.225 1.907
H 2.021 -2.211 2.738
H 0.283 -3.206 4.895
H 1.999 -2.786 5.143
H 1.280 -5.323 4.919
H 1.246 -4.970 3.171
H 3.310 -4.547 2.129
H 3.913 -3.260 3.216
```

- 2S+1: 1
- Structure (SMILES): COCCNC(=O)c1ccc([C@@H]2SCC(=O)N2CCc2ccccc2)cc1
- Kohn-Sham gap: 0.343 Ha
- Total charge: 0
- E_HOMO: -8.87 eV



The most stable arrangement is entry i, and the next structure is 0.0020 hartree less stable.



Entry i
C6H9NOS2 in the gas phase. Source: the Open Molecules 2025 dataset; level of theory: ωB97M-V with the def2-TZVPD basis set.

```
19
C6H9NOS2 ωB97M-V with the def2-TZVPD basis set
C -1.653 2.216 -1.655
C -0.777 1.736 -0.970
C 1.149 0.102 -0.593
C 0.438 -1.168 -0.893
C 0.203 1.260 -0.039
C -0.555 1.721 2.081
N -0.496 0.813 1.174
O 0.919 -2.052 1.649
S 0.306 -4.090 -0.265
S -0.058 -2.142 0.637
H -2.548 2.392 -2.223
H 2.088 -0.090 0.066
H 1.621 0.556 -1.556
H -0.562 -1.216 -1.459
H 1.182 -1.878 -1.297
H 0.851 2.038 0.197
H -0.170 2.757 1.951
H -0.839 -4.559 0.107
H -1.098 1.603 3.088
```

- 2S+1: 1
- Kohn-Sham gap: 0.351 Ha
- Total charge: 0
- E_HOMO: -8.88 eV



Entry ii
A molecular structure, C6H9NOS2. Source: the Open Molecules 2025 dataset; level of theory: ωB97M-V with the def2-TZVPD basis set.

```
19
C6H9NOS2 ωB97M-V with the def2-TZVPD basis set
C -2.217 -0.594 -2.038
C -1.486 0.340 -2.273
C 0.601 0.435 2.345
C 0.076 2.014 -1.358
C -0.494 1.415 -2.382
C -0.716 -1.333 1.332
N 0.373 -0.480 1.427
O 2.814 0.214 0.377
S 2.671 -2.522 0.561
S 2.031 -0.866 -0.116
H -2.921 -1.384 -1.953
H -0.151 0.543 3.093
H 1.518 0.937 2.309
H 0.855 2.724 -1.600
H 0.062 1.660 -0.346
H -0.299 1.744 -3.403
H -1.428 -1.365 2.218
H -1.191 -1.260 0.401
H -0.097 -2.224 1.404
```

- 2S+1: 1
- Kohn-Sham gap: 0.319 Ha
- Total charge: 0
- E_HOMO: -8.94 eV



The most stable arrangement is entry i, and the next structure is 0.0193 hartree less stable.



Entry i
3 unconnected molecules or ions with the total composition C5H16NO2. Source: the Open Molecules 2025 dataset; level of theory: ωB97M-V with the def2-TZVPD basis set.

```
24
C5H16NO2 ωB97M-V with the def2-TZVPD basis set
C 0.922 0.282 0.115
C 1.813 0.327 -1.105
C 1.126 -0.331 -2.341
C 1.765 -1.372 -3.010
C -0.121 0.466 -2.763
N 0.343 -1.200 0.443
H 1.481 0.299 1.217
H 0.140 1.010 0.118
H 2.739 -0.167 -0.797
H 2.215 1.424 -1.409
H 2.836 -1.476 -2.867
H 1.415 -2.052 -3.688
H -0.814 0.371 -3.691
H -0.840 0.604 -1.860
H 0.361 1.321 -3.333
H -0.532 -1.001 1.163
H 0.258 -1.696 -0.514
H 1.016 -1.753 0.962
H -1.815 0.427 2.876
H -0.743 1.052 3.751
O -0.892 0.941 2.809
H -4.237 0.077 3.676
H -3.514 0.966 4.452
O -3.532 0.654 3.626
```

- 2S+1: 1
- Kohn-Sham gap: 0.350 Ha
- Total charge: +1
- E_HOMO: -12.84 eV



Entry ii
3 unconnected molecules or ions with the total composition C5H16NO2. Source: the Open Molecules 2025 dataset; level of theory: ωB97M-V with the def2-TZVPD basis set.

```
24
C5H16NO2 ωB97M-V with the def2-TZVPD basis set
C -3.206 -1.171 -0.693
C -1.980 -1.945 -0.250
C -0.675 -1.130 -0.246
C -0.684 0.055 -1.182
C 1.093 1.780 -1.023
N 0.661 0.631 -1.312
H -4.126 -1.734 -0.552
H -3.391 -0.293 -0.067
H -3.163 -0.920 -1.753
H -2.196 -2.312 0.742
H -1.887 -2.844 -0.848
H -0.442 -0.920 0.804
H 0.180 -1.772 -0.519
H -0.934 -0.285 -2.193
H -1.416 0.827 -0.943
H 2.131 2.061 -1.144
H 0.449 2.619 -0.768
H 1.354 -0.086 -1.516
H 4.642 2.317 0.208
H 3.539 3.179 0.789
O 3.678 2.357 0.296
H 1.619 0.058 4.633
H 2.839 -0.098 3.715
O 1.915 -0.373 3.822
```

- 2S+1: 1
- Kohn-Sham gap: 0.354 Ha
- Total charge: +1
- E_HOMO: -14.04 eV



Entry iii
3 unconnected molecules or ions with the total composition C5H16NO2. Source: the Open Molecules 2025 dataset; level of theory: ωB97M-V with the def2-TZVPD basis set.

```
24
C5H16NO2 ωB97M-V with the def2-TZVPD basis set
C 0.719 2.039 -0.186
C 1.460 1.102 0.717
C 0.598 0.625 1.867
C 0.310 -0.724 1.949
C -0.418 -1.539 2.956
N -0.370 1.329 -1.053
H 1.382 2.433 -0.928
H 0.370 3.015 0.420
H 2.317 1.652 1.180
H 1.886 0.249 0.208
H 0.232 1.462 2.569
H 0.787 -1.337 1.259
H -0.818 -1.116 3.920
H 0.440 -2.249 3.503
H -1.171 -2.193 2.419
H -1.411 1.439 -0.690
H -0.205 0.398 -1.223
H -0.427 1.982 -1.933
H 0.020 -2.686 -2.283
H 0.386 -2.204 -3.669
O 0.286 -1.859 -2.837
H -1.532 -1.069 -2.905
H -2.873 -0.380 -2.799
O -1.967 -0.371 -2.461
```

- 2S+1: 1
- Kohn-Sham gap: 0.346 Ha
- Total charge: +1
- E_HOMO: -12.52 eV



Entry iv
2 unconnected molecules or ions with the total composition C5H16NO2. Source: the Open Molecules 2025 dataset; level of theory: ωB97M-V with the def2-TZVPD basis set.

```
24
C5H16NO2 ωB97M-V with the def2-TZVPD basis set
C 0.269 2.412 -1.172
C 0.434 1.182 -0.297
C -0.753 0.936 0.595
C -0.673 -0.158 1.659
C 0.637 -0.930 1.778
O 0.504 -2.098 0.914
N 0.652 -0.017 -1.249
H 0.492 3.352 -0.654
H -0.744 2.649 -1.502
H 1.028 2.403 -1.955
H 1.355 1.321 0.238
H -1.740 0.993 0.142
H -0.723 1.881 1.156
H -1.379 -0.985 1.582
H -1.069 0.161 2.624
H 1.586 -0.434 1.579
H 0.691 -1.388 2.756
H 0.942 -2.857 1.310
H 0.202 0.164 -2.146
H 0.144 -0.844 -0.893
H 1.625 -0.236 -1.336
H -1.821 -2.300 -1.261
H -0.620 -3.016 -2.071
O -1.039 -2.191 -1.797
```

- 2S+1: 1
- Kohn-Sham gap: 0.419 Ha
- Total charge: +1
- E_HOMO: -14.27 eV



The most stable arrangement is entry iv, and the next structure is 0.0175 hartree less stable.



Entry i
A gas-phase ion, C3H8N2 (charge +1). Source: the Open Molecules 2025 dataset; level of theory: ωB97M-V with the def2-TZVPD basis set.

```
13
C3H8N2 ωB97M-V with the def2-TZVPD basis set
C 0.350 1.563 -0.629
C -0.003 0.163 -0.281
C -0.065 -0.151 1.094
N -0.324 -1.408 1.576
N -0.218 -0.691 -1.291
H 0.336 1.738 -1.701
H 1.224 2.002 -0.159
H -0.498 2.166 -0.265
H -0.343 0.665 1.750
H -0.549 -2.086 0.852
H 0.420 -1.820 2.136
H 0.503 -0.678 -2.004
H -0.833 -1.462 -1.078
```

- 2S+1: 2
- Kohn-Sham gap (spin up / spin down): 0.378 / 0.343 Ha
- Total charge: +1
- E_HOMO (spin up / spin down): -13.98 / -16.16 eV
- ⟨S²⟩: 0.755



Entry ii
A gas-phase ion, C3H8N2 (charge +1). Source: the Open Molecules 2025 dataset; level of theory: ωB97M-V with the def2-TZVPD basis set.

```
13
C3H8N2 ωB97M-V with the def2-TZVPD basis set
C 1.658 1.064 -0.785
C 0.273 0.328 -1.043
N -0.943 -1.691 0.856
C -0.937 -0.207 1.022
N -0.386 0.683 0.196
H 1.210 2.161 -0.493
H 2.342 1.164 -1.682
H 2.078 0.659 0.071
H 0.381 -0.730 -1.174
H -0.075 0.774 -1.989
H -1.210 -1.988 -0.121
H -0.069 -2.227 0.910
H -1.320 0.130 1.949
```

- 2S+1: 2
- Kohn-Sham gap (spin up / spin down): 0.417 / 0.254 Ha
- Total charge: +1
- E_HOMO (spin up / spin down): -16.69 / -16.25 eV
- ⟨S²⟩: 0.767



The most stable arrangement is entry i, and the next structure is 0.1155 hartree less stable.